{"formula": "C6H8N", "method": "ωB97M-V/def2-TZVPD", "total_charge": 1, "e_lumo_ev": -6.802, "relative_energy_kj_mol": 374.86, "homo_lumo_gap_ev": 7.71, "total_energy_ha": -287.8135, "mol_weight_g_mol": 94.1, "species": ["C", "C", "C", "C", "C", "C", "N", "H", "H", "H", "H", "H", "H", "H", "H"], "xyz": [[-2.212, 0.084, 0.003], [-0.296, -1.362, 0.393], [-1.393, 1.289, -0.136], [-0.048, 1.138, -0.446], [0.613, -0.092, -0.044], [2.080, -0.082, 0.074], [-1.633, -1.091, 0.131], [-3.272, 0.090, -0.104], [-0.026, -2.357, 0.003], [-1.867, 2.153, -0.360], [0.575, 1.912, -0.943], [-0.108, -1.431, 1.465], [2.495, 0.953, -0.246], [2.396, -0.740, -0.730], [2.696, -0.463, 0.940]]}

***

{"formula": "C6H8N", "method": "ωB97M-V/def2-TZVPD", "total_charge": 1, "e_lumo_ev": -4.819, "relative_energy_kj_mol": 561.69, "homo_lumo_gap_ev": 9.58, "total_energy_ha": -287.7423, "mol_weight_g_mol": 94.1, "smiles": "C#CCCC1=[NH+]C1", "species": ["C", "C", "C", "C", "C", "N", "C", "H", "H", "H", "H", "H", "H", "H", "H"], "xyz": [[-1.897, -1.564, -0.160], [-1.638, -0.419, -0.109], [-1.454, 1.040, -0.005], [0.158, 1.276, 0.105], [0.942, 0.084, 0.115], [1.025, -1.140, 0.397], [2.115, -0.562, -0.268], [-2.455, -2.424, -0.462], [-1.833, 1.604, -0.879], [-2.061, 1.414, 0.830], [0.663, 1.946, -0.552], [0.454, 1.882, 1.067], [0.703, -1.882, 0.974], [2.221, -0.928, -1.296], [3.056, -0.327, 0.244]]}

***

{"formula": "C6H8N", "method": "ωB97M-V/def2-TZVPD", "total_charge": 1, "e_lumo_ev": [-7.141, -7.142], "relative_energy_kj_mol": 836.08, "homo_lumo_gap_ev": [7.18, 7.18], "total_energy_ha": -287.6378, "mol_weight_g_mol": 94.1, "smiles": "CC1=C[N@H+](C)C#C1", "species": ["C", "C", "C", "N", "C", "C", "C", "H", "H", "H", "H", "H", "H", "H", "H"], "xyz": [[-2.562, 0.245, 0.121], [-1.166, 0.590, -0.085], [-0.176, -0.269, -0.462], [1.195, 0.520, -0.468], [2.324, 0.173, 0.435], [0.652, 1.810, -0.214], [-0.612, 1.900, -0.029], [-3.222, 0.484, -0.703], [-3.100, 0.857, 0.929], [-2.775, -0.630, 0.585], [-0.071, -1.301, -0.890], [1.466, 0.553, -1.390], [2.192, 0.741, 1.314], [2.328, -0.968, 0.708], [3.233, 0.319, 0.017]]}

***

{"formula": "C6H8N2", "method": "ωB97M-V/def2-TZVPD", "e_lumo_ev": 0.921, "relative_energy_kj_mol": 509.01, "homo_lumo_gap_ev": 8.65, "total_energy_ha": -342.7401, "mol_weight_g_mol": 108.1, "species": ["C", "C", "C", "C", "C", "C", "H", "H", "H", "H", "H", "H", "H", "H", "N", "N"], "xyz": [[-0.177, 1.984, 0.061], [-1.102, 0.813, 0.741], [-0.508, -0.505, 0.312], [-0.462, -1.777, 0.332], [0.999, -1.229, -1.110], [0.382, -0.053, -0.660], [-0.589, 2.853, -0.335], [0.475, 2.554, 1.021], [-0.971, 0.983, 1.844], [-2.366, 0.905, 1.036], [-1.102, -2.503, 0.832], [0.178, -3.234, -0.827], [2.319, -1.421, -1.323], [1.803, 1.595, -0.685], [0.407, -2.265, -0.398], [0.713, 1.300, -0.842]]}